Record 1
{
  "formula": "C41H48LiN5P2S",
  "method": "ωB97M-V/def2-TZVPD",
  "orbital_gap_ha": 0.239,
  "elements": ["Li", "C", "P", "C", "C", "C", "C", "C", "C", "C", "C", "C", "C", "C", "C", "C", "C", "C", "C", "C", "P", "C", "C", "C", "C", "C", "C", "C", "C", "C", "C", "C", "C", "N", "H", "H", "H", "H", "H", "H", "H", "H", "H", "H", "H", "H", "H", "H", "H", "H", "H", "H", "H", "H", "H", "H", "H", "H", "H", "H", "C", "C", "N", "C", "C", "C", "C", "N", "H", "H", "H", "H", "H", "H", "H", "H", "H", "H", "H", "H", "H", "H", "S", "C", "N", "C", "C", "C", "C", "H", "H", "H", "H", "H", "N", "H", "H", "H"],
  "xyz": [[0.08365, -0.29899, 0.29871], [1.80477, -1.64315, -2.22692], [0.07306, -1.03991, -2.35723], [0.12220, -0.05985, -3.90647], [0.29602, 1.31909, -3.75390], [0.36955, 2.15504, -4.85914], [0.25166, 1.62242, -6.13668], [0.07063, 0.25632, -6.29940], [0.00982, -0.58000, -5.19246], [-0.90681, -2.51396, -2.77019], [-0.54488, -3.74763, -2.23133], [-1.37714, -4.84816, -2.37390], [-2.57240, -4.73450, -3.06992], [-2.93648, -3.51203, -3.61921], [-2.11364, -2.40659, -3.46253], [2.15760, -2.11427, -0.84416], [3.11075, -3.06622, -0.53383], [3.21211, -3.06632, 0.87859], [2.31043, -2.11810, 1.32851], [2.09056, -1.74063, 2.76872], [0.31353, -1.45141, 3.19408], [0.17596, 0.39781, 3.30493], [-1.11695, 0.92362, 3.28026], [-1.33963, 2.28897, 3.39408], [-0.26668, 3.16062, 3.51946], [1.02635, 2.65522, 3.53253], [1.24167, 1.28775, 3.42988], [0.31834, -1.80867, 5.00211], [1.33748, -1.40385, 5.86358], [1.28456, -1.70418, 7.21486], [0.20382, -2.41260, 7.72814], [-0.81697, -2.81927, 6.88383], [-0.75636, -2.52071, 5.52716], [1.64124, -1.53361, 0.28840], [2.43167, -0.79933, -2.53933], [1.96419, -2.43567, -2.96341], [0.38087, 1.73142, -2.75159], [0.51316, 3.22027, -4.72466], [0.29975, 2.27003, -7.00266], [-0.02096, -0.16237, -7.29363], [-0.13117, -1.64555, -5.32946], [0.37721, -3.85147, -1.67348], [-1.09297, -5.78622, -1.91625], [-3.22132, -5.59395, -3.18003], [-3.86770, -3.41505, -4.16423], [-2.41689, -1.45370, -3.88628], [3.66804, -3.66668, -1.23777], [3.85295, -3.68054, 1.49436], [2.71700, -0.89586, 3.06196], [2.41068, -2.57795, 3.39364], [-1.95841, 0.24918, 3.16915], [-2.35359, 2.67075, 3.38851], [-0.43576, 4.22663, 3.61467], [1.87033, 3.32697, 3.63909], [2.25881, 0.91970, 3.46028], [2.18214, -0.84607, 5.47499], [2.08457, -1.38557, 7.87127], [0.16245, -2.64766, 8.78405], [-1.65892, -3.37457, 7.27717], [-1.54850, -2.84719, 4.86302], [2.83966, 5.13981, -1.23282], [2.43862, 4.60731, 0.13685], [1.23064, 3.79166, 0.11752], [-0.04142, 4.49757, 0.05289], [-0.69167, 4.48935, -1.32851], [1.25945, 2.42835, 0.11190], [2.60063, 1.75341, 0.09320], [0.20088, 1.68539, 0.11519], [3.77099, 5.70342, -1.16310], [2.07702, 5.80552, -1.63907], [2.98676, 4.32004, -1.93805], [2.26119, 5.43997, 0.82214], [3.25198, 4.02816, 0.56457], [0.14856, 5.52555, 0.36376], [-0.72005, 4.07836, 0.80088], [-0.07433, 5.01863, -2.05460], [-1.66696, 4.97659, -1.29046], [-0.83301, 3.47174, -1.69593], [3.14451, 1.95960, 1.01683], [3.20792, 2.10619, -0.74250], [2.46356, 0.67601, 0.01268], [-0.64459, 2.24480, 0.17594], [-2.20526, -1.29573, 0.57272], [-3.15501, -0.62022, -0.64502], [-2.67647, 0.35390, -1.47086], [-3.36324, 0.92907, -2.49054], [-4.64766, 0.57752, -2.73643], [-5.22054, -0.42427, -1.91370], [-4.50390, -1.00489, -0.91423], [-1.67667, 0.54330, -1.39129], [-2.81251, 1.65298, -3.07582], [-5.19677, 1.03882, -3.54250], [-6.24063, -0.74023, -2.09210], [-4.92289, -1.78372, -0.29401], [-0.05930, -4.61636, 0.89095], [0.90652, -4.41985, 0.63362], [-0.08159, -4.62826, 1.90542], [-0.57991, -3.78134, 0.63455]]
}

***

Record 2
{
  "formula": "C41H48O10PS2V",
  "method": "ωB97M-V/def2-TZVPD",
  "total_charge": -2,
  "spin_multiplicity": 3,
  "orbital_gap_ha": 0.231,
  "elements": ["V", "C", "C", "C", "O", "C", "C", "O", "C", "O", "C", "C", "C", "C", "C", "C", "C", "C", "C", "C", "C", "C", "C", "O", "C", "C", "C", "C", "C", "C", "C", "C", "C", "C", "C", "C", "H", "H", "H", "H", "H", "H", "H", "H", "H", "H", "H", "H", "H", "H", "H", "H", "H", "H", "H", "H", "H", "H", "H", "H", "H", "H", "H", "H", "C", "O", "C", "O", "H", "H", "H", "C", "C", "C", "O", "P", "S", "S", "O", "C", "C", "C", "H", "H", "H", "H", "H", "H", "H", "H", "H", "H", "H", "H", "H", "H", "C", "C", "O", "O", "H", "H", "H"],
  "xyz": [[-1.57553, 1.52505, 0.11001], [2.99101, 5.80821, 1.73142], [2.73990, 4.86654, 0.62089], [3.84496, 4.84655, -0.41174], [1.49628, 5.22344, 0.05023], [0.81228, 3.95125, -0.29634], [1.26586, 3.11530, 0.87708], [2.50732, 3.57076, 1.24264], [1.36354, 1.51819, 0.71719], [0.16166, 0.91466, 0.12735], [1.63447, 1.00077, 2.15436], [2.04642, -0.39401, 2.23747], [2.38456, -1.06741, 3.41633], [2.23945, -0.36413, 4.65494], [1.74878, 0.98252, 4.66560], [1.53397, 1.70290, 3.47488], [2.51516, 1.24346, -0.20623], [2.25465, 1.18903, -1.57847], [3.07372, 0.51487, -2.43670], [4.33566, 0.02120, -1.99613], [4.70259, 0.28051, -0.64017], [3.81953, 0.84560, 0.20602], [-0.70399, 4.36404, -0.57583], [-1.53071, 3.20890, -0.68607], [-0.73595, 4.94674, -2.00605], [-0.57106, 4.04020, -3.06950], [-0.52388, 4.50475, -4.40236], [-0.68589, 5.82703, -4.76315], [-0.73926, 6.72784, -3.71003], [-0.66875, 6.30371, -2.38872], [-1.33424, 5.37185, 0.42427], [-0.82906, 5.41528, 1.74176], [-1.41530, 6.42873, 2.57737], [-2.49315, 7.15680, 2.11755], [-2.94393, 7.12859, 0.80490], [-2.37467, 6.25165, -0.05679], [3.13596, 6.86194, 1.34611], [3.98525, 5.58862, 2.09714], [2.27816, 5.87837, 2.57980], [4.68647, 5.47480, -0.08187], [3.69150, 5.17267, -1.39968], [4.22470, 3.80722, -0.42038], [1.09699, 3.46118, -1.21630], [0.55421, 3.21230, 1.87374], [2.27941, -0.92023, 1.36384], [2.77532, -2.07494, 3.43369], [2.47458, -0.89428, 5.59976], [1.63821, 1.45071, 5.61623], [1.16269, 2.73236, 3.46770], [1.48147, 1.80460, -2.01505], [2.82243, 0.31163, -3.44076], [5.10171, -0.31325, -2.70986], [5.65972, -0.13327, -0.34488], [4.06807, 0.94584, 1.26352], [-0.38487, 3.01465, -2.90571], [-0.36801, 3.70320, -5.09046], [-0.64600, 6.09878, -5.82407], [-0.90107, 7.80749, -3.84212], [-0.48112, 7.05559, -1.61904], [-0.12691, 4.72452, 2.15245], [-1.00921, 6.72687, 3.52514], [-3.08632, 7.80506, 2.80733], [-3.85210, 7.72069, 0.50515], [-2.69035, 6.07235, -1.07040], [-2.50368, -1.78876, -1.89417], [-1.81406, -0.79799, -0.98787], [-1.80400, 0.51368, -1.48010], [-1.79409, 0.87044, -2.65294], [-3.37164, -2.21065, -1.30843], [-1.77418, -2.54555, -2.25507], [-2.81143, -1.19778, -2.78819], [-3.50092, -10.75230, 0.78155], [-2.69262, -9.53615, 1.01235], [-3.27582, -8.63054, 2.10558], [-2.68048, -8.77999, -0.26517], [-1.37818, -8.02806, -0.96180], [-1.99093, -7.31462, -2.64378], [-0.60505, -6.96665, 0.61917], [-0.38036, -9.30429, -1.18586], [0.86377, -9.32488, -2.00106], [1.82422, -8.26381, -1.48688], [0.54969, -9.21873, -3.47207], [-4.01484, -10.60516, -0.18563], [-4.34972, -10.86628, 1.52139], [-2.98107, -11.79807, 0.74552], [-1.65510, -9.75919, 1.26937], [-4.25963, -8.20144, 1.74243], [-2.63499, -7.74618, 2.27517], [-3.42712, -9.12121, 3.05462], [1.25231, -10.31309, -1.63447], [1.55250, -7.17812, -1.84333], [2.82883, -8.51894, -1.78081], [1.80993, -8.16839, -0.41653], [0.24689, -8.24936, -3.70093], [-0.24044, -9.89242, -3.79638], [1.44005, -9.41784, -4.11948], [-4.26629, 1.56090, 2.92564], [-3.12959, 1.61562, 1.98701], [-2.02277, 2.26115, 2.12457], [-3.25884, 0.91415, 0.88375], [-4.66518, 0.55743, 2.91258], [-5.06420, 2.25317, 2.60322], [-3.93828, 1.88302, 3.91805]]
}

***

Record 3
{
  "formula": "C41H49BN9S5Ti",
  "method": "ωB97M-V/def2-TZVPD",
  "total_charge": 2,
  "spin_multiplicity": 2,
  "orbital_gap_ha": [0.254, 0.219],
  "elements": ["Ti", "C", "C", "C", "C", "N", "N", "B", "N", "N", "C", "C", "C", "C", "C", "S", "C", "C", "C", "C", "N", "N", "C", "C", "C", "C", "C", "S", "C", "C", "C", "C", "C", "S", "C", "C", "C", "C", "H", "H", "H", "H", "H", "H", "H", "H", "H", "H", "H", "H", "H", "H", "H", "H", "H", "H", "H", "H", "H", "H", "H", "H", "H", "H", "H", "H", "H", "H", "H", "H", "H", "H", "H", "H", "H", "H", "H", "S", "C", "N", "C", "C", "C", "C", "C", "C", "S", "H", "H", "H", "H", "N", "C", "N", "C", "C", "C", "C", "C", "C", "H", "H", "H", "H", "H", "H"],
  "xyz": [[-0.57194, -2.37854, 0.17040], [4.99913, -1.76905, -0.69301], [4.08895, -0.59388, -0.56740], [4.49706, 0.69788, -0.61821], [3.57330, 1.77908, -0.48419], [2.29880, 1.56506, -0.29627], [1.89626, 0.27524, -0.25617], [0.41686, -0.01109, 0.00967], [0.00643, 0.47105, 1.43826], [-0.37356, 1.75284, 1.38233], [-0.79522, 2.33361, 2.47909], [-0.72706, 1.65199, 3.71511], [-0.34195, 0.34255, 3.77319], [-0.30096, -0.42570, 5.05350], [-0.04013, -0.28773, 2.53549], [0.14735, -2.00699, 2.45242], [-1.37567, 3.73028, 2.30457], [-2.49939, 3.64451, 1.26454], [-0.27404, 4.65706, 1.78721], [-1.94035, 4.27235, 3.61636], [-0.50585, 0.50729, -1.07183], [0.09702, 1.07783, -2.13495], [-0.65749, 1.70775, -2.98931], [-2.06108, 1.83608, -2.77518], [-2.67587, 1.20436, -1.74174], [-4.14705, 1.25495, -1.49761], [-1.83243, 0.42046, -0.90056], [-2.43630, -0.68609, 0.25308], [-0.00147, 2.30553, -4.21653], [-0.66562, 1.70703, -5.46274], [-0.20255, 3.82794, -4.18752], [1.48930, 1.98987, -4.22965], [2.68604, -0.78283, -0.37167], [1.95856, -2.31586, -0.26613], [4.08817, 3.20708, -0.53762], [5.02466, 3.41832, 0.65973], [2.94428, 4.21147, -0.46763], [4.87529, 3.41007, -1.84068], [6.02271, -1.44620, -0.86515], [4.68673, -2.40762, -1.51932], [4.96870, -2.37575, 0.21254], [5.54574, 0.92214, -0.75299], [-1.02479, 2.15770, 4.62138], [-0.56123, 0.21582, 5.89065], [0.69362, -0.83907, 5.22297], [-0.99345, -1.26674, 5.02231], [-2.11798, 3.28891, 0.30720], [-2.93184, 4.63240, 1.11568], [-3.29441, 2.97498, 1.59594], [0.11701, 4.28449, 0.84267], [0.54700, 4.73672, 2.50024], [-0.67866, 5.65493, 1.62605], [-2.72093, 3.63064, 4.02670], [-2.38660, 5.24869, 3.43427], [-1.16681, 4.41025, 4.37232], [-2.64681, 2.41807, -3.47333], [-4.62896, 1.93034, -2.19929], [-4.35626, 1.59279, -0.48197], [-4.58694, 0.26176, -1.60299], [-1.72532, 1.95210, -5.52688], [-0.56060, 0.62229, -5.48256], [-0.18648, 2.10801, -6.35591], [-1.25430, 4.11128, -4.19815], [0.26082, 4.27166, -5.06848], [0.26203, 4.26754, -3.30400], [1.67503, 0.91751, -4.28220], [1.97759, 2.37179, -3.33565], [1.94374, 2.46070, -5.10094], [4.51587, 3.20477, 1.59967], [5.35400, 4.45661, 0.68491], [5.91653, 2.79554, 0.60065], [2.52785, 4.25770, 0.53564], [2.13721, 3.96336, -1.15570], [3.32131, 5.20193, -0.71930], [5.73772, 2.74969, -1.91228], [5.24998, 4.43185, -1.87542], [4.25226, 3.25122, -2.71829], [-0.67389, -2.50295, -2.34921], [-0.05907, -4.02878, -1.83372], [0.03997, -4.20830, -0.53046], [0.54280, -5.45686, -0.18402], [0.75325, -5.93900, 1.10233], [1.25851, -7.21700, 1.23621], [1.54839, -8.00154, 0.11464], [1.33907, -7.52681, -1.16626], [0.83106, -6.23996, -1.30390], [0.45971, -5.37036, -2.77103], [0.52941, -5.33167, 1.97120], [1.43336, -7.61902, 2.22282], [1.94300, -8.99818, 0.25055], [1.56543, -8.13554, -2.02801], [-4.04161, -4.98165, 0.16063], [-2.86698, -4.48379, -0.24155], [-2.36697, -3.59971, 0.60016], [-3.30593, -3.51376, 1.64265], [-3.32813, -2.73841, 2.80158], [-4.40793, -2.88700, 3.64607], [-5.45285, -3.78235, 3.36312], [-5.44808, -4.54985, 2.21796], [-4.35726, -4.38765, 1.37292], [-4.57601, -5.67869, -0.33304], [-2.40692, -4.78510, -1.16916], [-2.52774, -2.04839, 3.03509], [-4.45292, -2.30166, 4.55328], [-6.27545, -3.87026, 4.05707], [-6.24879, -5.23831, 1.99283]]
}

***

Record 4
{
  "formula": "C41H49MnN5S",
  "method": "ωB97M-V/def2-TZVPD",
  "spin_multiplicity": 6,
  "orbital_gap_ha": [0.204, 0.219],
  "elements": ["Mn", "C", "C", "C", "C", "C", "C", "C", "C", "C", "C", "C", "C", "C", "C", "C", "C", "N", "C", "C", "C", "N", "C", "C", "C", "N", "C", "C", "C", "C", "C", "C", "C", "C", "C", "C", "C", "C", "N", "C", "C", "H", "H", "H", "H", "H", "H", "H", "H", "H", "H", "H", "H", "H", "H", "H", "H", "H", "H", "H", "H", "H", "H", "H", "H", "H", "H", "H", "H", "H", "H", "H", "H", "H", "H", "H", "H", "H", "H", "H", "H", "H", "H", "H", "H", "S", "C", "N", "C", "C", "C", "C", "H", "H", "H", "H", "H"],
  "xyz": [[-0.08260, -0.68800, -0.33817], [3.22757, 3.03695, -4.41780], [3.74021, 1.88516, -3.54164], [2.87320, 1.66840, -2.33714], [2.85576, 2.37690, -1.17858], [3.74954, 3.50913, -0.77045], [4.84170, 3.05135, 0.20411], [1.80577, 1.79849, -0.33442], [1.23548, 2.36738, 0.84595], [0.33692, 1.69770, 1.67445], [-0.09541, 2.18221, 3.00106], [0.07902, 3.57308, 3.52925], [-0.80021, 4.61219, 2.82297], [-0.53910, 1.09966, 3.66801], [-0.36358, -0.04800, 2.75469], [-0.24101, -1.36144, 3.17439], [0.06501, -2.44103, 2.27737], [-0.09536, -2.30730, 0.97817], [-0.12536, -3.60200, 0.43285], [-0.73355, -3.74221, -0.79677], [-0.81439, -2.55161, -1.61276], [0.36058, -1.83588, -1.79512], [0.06002, -0.89386, -2.76305], [1.11690, -0.01030, -3.19575], [1.83252, 0.66092, -2.21689], [1.28129, 0.74193, -0.92971], [-1.20079, -1.19200, -3.38274], [-1.76482, -2.21983, -2.64237], [-3.10880, -2.90001, -2.65634], [-4.14676, -2.39442, -3.65364], [-1.73042, -0.40543, -4.55006], [-1.07928, -0.80672, -5.88119], [0.21188, -4.55917, 1.47138], [0.33045, -3.84035, 2.62061], [0.67744, -4.32808, 3.99572], [-0.55812, -4.66931, 4.84302], [0.43916, -6.02515, 1.24708], [-0.80359, -6.87755, 1.54809], [0.02422, 0.38861, 1.52509], [-1.02754, 1.00722, 5.08296], [0.11860, 0.90009, 6.09794], [3.16624, 3.96369, -3.84133], [2.22825, 2.81246, -4.80108], [3.88913, 3.20736, -5.27012], [3.77222, 0.96918, -4.13210], [4.76110, 2.10191, -3.21884], [3.15016, 4.28893, -0.29128], [4.21406, 3.95620, -1.65239], [4.39998, 2.64538, 1.11699], [5.49550, 3.88547, 0.47378], [5.45516, 2.26805, -0.24763], [1.57109, 3.35337, 1.14984], [1.12867, 3.86521, 3.41915], [-0.14270, 3.57376, 4.59793], [-0.60089, 4.61036, 1.74580], [-0.60161, 5.61664, 3.20413], [-1.86004, 4.39245, 2.98093], [-0.35713, -1.57902, 4.23067], [-1.21400, -4.66807, -1.09941], [1.25950, 0.22967, -4.24553], [-3.52407, -2.80984, -1.64993], [-2.94665, -3.97202, -2.81769], [-4.38513, -1.34608, -3.46353], [-5.07063, -2.96874, -3.55528], [-3.80061, -2.49735, -4.68440], [-1.55592, 0.65948, -4.36821], [-2.80416, -0.53385, -4.63392], [-0.03242, -0.49921, -5.92810], [-1.60111, -0.34246, -6.72238], [-1.11033, -1.89045, -6.01286], [1.25593, -3.55627, 4.50824], [1.31430, -5.21209, 3.91323], [-0.26695, -5.03801, 5.82979], [-1.16276, -5.43643, 4.35601], [-1.19070, -3.78899, 4.98122], [1.26551, -6.35930, 1.87925], [0.73981, -6.17810, 0.21079], [-1.04665, -6.84589, 2.61140], [-0.63665, -7.92104, 1.27117], [-1.66978, -6.50800, 0.99442], [-1.68181, 0.13924, 5.18041], [-1.63121, 1.88845, 5.31256], [0.74144, 0.02735, 5.88907], [-0.27088, 0.81012, 7.11496], [0.75958, 1.78375, 6.05489], [-2.22801, 0.56137, -0.68493], [-1.91586, 2.17392, -1.01971], [-2.66633, 3.12303, -0.40081], [-2.56027, 4.45134, -0.62048], [-1.65307, 4.92731, -1.50629], [-0.83423, 3.99490, -2.18926], [-0.96895, 2.66578, -1.96814], [-3.30000, 2.77371, 0.30611], [-3.22267, 5.08542, -0.04839], [-1.56076, 5.99070, -1.67058], [-0.09008, 4.34845, -2.89438], [-0.35514, 1.94911, -2.49435]]
}

***

Values for relative energy (zero: lowest compared OMol25 entry of this formula, charge and spin), kcal per mole, ordered as above
3.66, 1.63, 0.00, 72.44
Values for molecular weight, g mol⁻¹, ordered as above
711.8, 846.9, 886.9, 698.9